The following is a quantum chemistry calculation of a structure of composition C8H12N2O2 in a non-equilibrium geometry, from the OMol25 dataset.

```
24
Properties=species:S:1:pos:R:3:forces:R:3
C -1.8004 1.0604 -0.6076 -0.67 5.07 -1.01
C -3.1459 -0.4343 0.6019 0.71 1.74 -6.03
C -2.0235 -1.2330 0.1790 5.09 -0.30 1.40
C -1.4077 -0.2620 -1.0703 0.12 -4.50 1.23
C 1.0194 -0.1186 -0.6600 6.65 0.21 1.49
C 3.2115 0.1833 -0.1207 -4.35 4.25 -5.00
C 2.4927 0.8173 0.8732 -2.64 -1.86 8.72
C 1.0132 0.2234 0.8309 1.32 -2.03 -0.92
H -3.1841 -0.0938 1.4796 -1.64 0.19 7.79
H -3.9679 -0.5378 -0.0143 -2.36 -0.69 -0.42
H -2.2242 -2.4270 -0.0957 0.82 3.49 0.97
H -1.1112 -0.8871 1.2229 -2.62 -2.14 -3.29
H -1.9219 -0.7722 -1.8898 -0.32 1.21 -0.35
H 0.5792 -0.5194 -2.5472 -2.98 0.27 4.30
H 3.7573 -0.5181 0.0232 4.63 -10.87 3.80
H 4.1734 0.5293 -0.3122 1.39 3.78 -2.16
H 2.4035 1.8364 0.8346 0.09 2.60 -0.21
H 2.9277 0.5267 2.1730 -1.02 1.11 -3.96
H 0.8992 -0.8160 1.3896 0.26 2.25 -0.85
H 0.1682 0.8767 0.9986 0.17 0.39 0.78
N -0.0222 -0.4083 -1.3468 0.41 -1.41 -6.79
N 2.2859 -0.2246 -1.1981 -3.86 1.33 1.10
O -1.3044 2.1173 -1.0217 -0.75 -2.44 1.02
O -2.8176 1.0815 0.2780 1.53 -1.64 -1.60
```
Forces are in eV/Å.

Values from the calculation:
lowest unoccupied orbital energy	0.4	eV
F_max	0.24137	hartree/bohr
HOMO energy	-7.92	eV
ΔE to the lowest compared entry with this formula, charge and spin	977.35	kJ/mol
total energy	-571.70113	Eh
frontier orbital gap	8.3	eV
net charge	0